Formula: C29H81N9O18P3S4V2
Source: OMol25
Level of theory: wB97M-V/def2-TZVPD

Structure (XYZ):
```
146
Properties=species:S:1:pos:R:3:forces:R:3
V 15.4010 15.7505 -13.6434 -1.835 -5.370 0.005
V 15.2145 11.7944 -15.9541 0.834 -0.970 -0.700
S 16.5256 7.0700 -17.6827 -0.149 -1.917 1.029
S 14.0809 12.0083 -19.2777 -0.698 -0.784 -1.460
S 19.5555 10.0686 -13.8902 0.026 0.218 0.368
S 12.1036 9.7623 -16.1400 2.777 1.194 0.710
P 19.7017 11.9021 -19.1709 2.879 -0.415 -1.749
P 9.6565 11.4139 -11.8736 -0.269 1.524 1.960
P 15.0035 5.8133 -12.9691 -0.264 0.444 2.430
O 15.7348 12.1160 -13.8368 -2.644 -2.624 -4.530
O 13.7500 13.3649 -15.8644 -0.486 -0.605 -1.357
O 17.7373 15.0194 -17.4451 0.016 0.121 1.508
O 16.0531 10.4865 -16.0722 -0.249 1.098 0.327
O 14.4477 15.9759 -12.4426 1.596 0.744 -1.293
O 16.0740 13.7972 -12.5893 0.060 4.247 1.035
O 9.6252 10.1255 -12.6469 0.541 1.471 1.399
O 13.4688 10.5360 -15.9249 -2.726 -1.226 0.316
O 12.2404 14.9001 -16.5584 0.222 -0.906 0.478
O 13.3395 15.0831 -14.6563 1.426 3.592 3.492
O 16.6623 13.1732 -16.7188 0.657 -1.249 -0.508
O 18.8818 13.1392 -19.0866 0.099 -0.210 0.561
O 16.5836 14.9588 -15.5446 -0.368 2.738 2.883
O 14.6796 11.5503 -17.9880 0.294 0.677 0.292
O 18.0312 10.0342 -13.9817 1.503 0.532 0.428
O 15.2364 5.6106 -14.4122 0.525 0.754 0.538
O 17.1824 5.9142 -18.4050 -0.207 1.083 0.401
O 17.1981 11.8842 -12.2781 -0.300 1.159 0.932
N 16.2672 5.4165 -11.9428 2.457 -1.272 -1.019
N 20.9519 12.1952 -20.3806 -1.529 0.940 -0.206
N 13.8576 4.7905 -12.3232 -2.180 -0.077 0.023
N 18.9981 10.4637 -19.6934 0.432 0.373 2.376
N 14.6569 7.4538 -12.4414 -0.206 0.267 -2.650
N 9.1322 11.3108 -10.1801 -0.615 -0.797 -0.780
N 20.6352 11.5470 -17.7652 -0.807 -1.811 -0.076
N 8.6718 12.6793 -12.4860 4.629 -1.316 -0.274
N 11.2266 12.1413 -11.7177 0.393 -1.043 -0.134
C 17.3848 7.2295 -16.0517 0.670 -0.395 -0.232
C 10.7892 10.8161 -15.4340 0.876 0.425 -0.276
C 21.4408 10.2924 -17.6330 -0.202 0.522 -1.557
C 11.4741 13.5108 -11.2822 -1.201 0.591 -1.323
C 9.3847 10.1016 -9.3440 0.357 -0.151 -1.673
C 14.2762 13.8504 -19.4986 -1.250 -1.271 1.132
C 14.0179 7.8554 -11.2076 1.020 -0.903 0.861
C 20.2748 11.7022 -13.2382 -0.509 -0.864 0.878
C 18.2835 10.2525 -20.9426 -0.066 -0.019 0.296
C 16.2709 5.4950 -10.4862 -0.927 -0.550 -1.034
C 17.0746 14.3453 -16.5229 -3.029 -0.440 -0.202
C 14.0063 3.2859 -12.2749 1.217 1.611 1.345
C 21.1745 12.5835 -16.9095 -1.091 0.984 -0.166
C 9.0263 13.3840 -13.7245 -0.272 -1.011 0.657
C 12.2122 11.8295 -19.1097 0.185 1.647 0.404
C 21.8694 11.2057 -20.9252 -0.445 -0.792 0.671
C 16.2983 12.6107 -12.9051 0.571 2.081 0.598
C 20.0327 8.9875 -12.4758 -0.152 0.226 -0.880
C 13.1327 14.4158 -15.6528 1.262 -1.950 -1.876
C 20.9663 13.4769 -21.1229 -0.007 0.198 0.364
C 17.6677 5.5174 -12.4960 -1.308 0.248 -0.996
C 7.4105 12.9698 -12.0183 -1.667 -0.052 0.412
C 12.0761 8.4697 -14.8591 -0.554 -0.110 0.184
C 12.3940 5.0774 -12.4811 1.645 1.106 -0.213
C 12.3502 11.2045 -11.3573 -1.617 0.060 -1.180
C 8.9727 12.4158 -9.2099 0.779 -0.075 -0.500
C 14.9186 6.3857 -17.0787 -0.059 1.328 -0.502
C 18.4637 9.5004 -18.6704 0.134 0.744 -0.531
C 15.3159 8.6188 -13.2056 -0.576 -1.970 0.150
H 15.3390 14.0775 -19.5813 -0.177 -0.123 0.099
H 14.5405 7.0715 -16.3206 0.257 -0.151 0.357
H 7.1642 12.1367 -11.3600 -0.812 0.561 0.279
H 18.5089 5.2863 -11.8425 -0.615 -0.396 0.482
H 12.4946 13.8543 -11.4511 0.301 -0.658 0.378
H 14.8001 8.2070 -10.5348 0.049 0.251 0.374
H 17.3754 9.4848 -18.7291 -0.002 0.111 0.120
H 21.3963 12.2432 -15.8980 -0.147 -0.472 -0.072
H 13.2714 8.6497 -11.2157 -0.183 -0.099 -0.775
H 11.9726 10.3717 -10.7641 0.187 0.092 0.416
H 18.7073 10.7649 -21.8063 0.339 -0.306 0.119
H 11.6826 10.8836 -19.2235 1.097 -0.446 -0.171
H 12.2681 6.1600 -12.4965 -0.068 0.114 -0.437
H 13.1571 11.7509 -10.8689 -0.127 -0.201 -0.086
H 14.9339 5.3555 -16.7230 0.357 0.289 -0.156
H 12.1309 4.6345 -13.4416 -0.843 0.024 0.243
H 20.5336 14.2949 -20.5469 0.384 -0.148 0.419
H 9.9416 12.5023 -8.7181 0.053 0.398 0.373
H 8.6857 13.4008 -9.5780 0.029 -0.250 -0.489
H 18.4449 7.3297 -16.2846 0.068 0.454 -0.450
H 15.3802 5.0223 -10.0723 -0.479 0.601 -0.069
H 22.9212 11.4548 -20.7842 0.060 0.373 0.087
H 8.2511 12.1355 -8.4426 -0.145 -0.137 -0.127
H 12.4151 7.4564 -15.0746 0.173 0.247 -1.094
H 10.2970 10.2011 -8.7560 0.016 0.336 0.329
H 20.9860 9.3876 -18.0362 -0.731 0.154 0.417
H 10.9641 14.1335 -12.0172 -0.429 0.387 0.288
H 22.2782 10.3679 -18.3267 0.744 0.209 0.567
H 17.6965 4.8743 -13.3756 0.295 -0.039 0.025
H 10.7174 11.7603 -15.9739 0.361 -0.157 -0.533
H 14.2216 3.1474 -11.2154 -0.060 -0.783 0.071
H 15.3815 8.3830 -14.2677 -0.530 -0.050 -0.072
H 9.8212 10.3278 -15.5467 0.184 -0.228 0.572
H 19.9258 12.5169 -13.8726 0.073 -0.122 0.190
H 18.1147 14.3591 -18.0309 0.722 -0.956 -1.325
H 20.1205 8.0119 -12.9539 0.187 -0.056 0.212
H 8.5443 9.8559 -8.6949 -0.058 0.216 -0.041
H 17.0224 4.7820 -10.1471 0.587 0.791 0.258
H 21.7130 10.2599 -20.4063 -0.021 -0.048 0.011
H 7.4022 13.9592 -11.5608 -0.367 0.052 0.510
H 11.9523 12.2269 -18.1286 0.170 0.057 0.171
H 18.2598 9.1637 -20.9878 0.162 -0.010 -0.958
H 12.6681 8.7072 -13.9753 -0.339 0.742 0.033
H 14.7052 9.5115 -13.0704 0.210 0.046 0.075
H 18.7563 9.7665 -17.6546 -0.010 0.075 -0.130
H 21.7363 10.9621 -21.9792 -0.284 0.332 -0.237
H 11.8028 4.7945 -11.6102 0.113 -0.723 -0.180
H 11.8324 15.6140 -16.0629 -0.367 0.558 -0.223
H 11.1344 11.1062 -14.4416 -0.504 -0.501 0.252
H 12.6398 10.7686 -12.3134 0.708 -0.111 0.140
H 11.0027 8.4114 -14.6788 0.029 -0.117 0.622
H 13.6044 6.9740 -10.7174 -0.210 0.049 -0.023
H 14.2356 6.5586 -17.9104 0.086 -0.491 -0.311
H 17.2340 10.5411 -20.8841 -0.179 0.316 0.220
H 16.3522 6.5584 -10.2613 0.357 -0.239 1.072
H 21.7449 10.1414 -16.5972 -0.029 0.074 -0.159
H 8.7053 14.4210 -13.6258 0.218 0.119 -0.128
H 21.3572 11.6697 -13.1138 0.282 -0.451 -1.260
H 17.3978 6.3188 -15.4529 -0.800 -0.123 -0.211
H 17.0822 8.0896 -15.4544 -0.214 0.010 -0.302
H 17.1704 11.2104 -12.9612 1.323 -2.299 -0.216
H 20.9952 9.3393 -12.1043 -0.081 -0.187 0.097
H 21.9898 13.7082 -21.4179 0.186 0.099 0.388
H 20.3805 13.3243 -16.8148 0.168 0.351 0.110
H 20.0889 11.8348 -12.1723 -1.219 0.203 -0.080
H 11.1050 13.7808 -10.2928 0.217 -0.144 0.151
H 13.6760 14.1624 -20.3533 0.252 -0.170 -0.128
H 8.4406 12.8881 -14.4986 0.089 0.316 -0.562
H 18.8227 8.5011 -18.9165 0.068 -0.102 0.024
H 17.8688 6.5269 -12.8545 0.008 0.332 -0.070
H 11.7509 12.5127 -19.8229 0.195 0.084 -0.205
H 13.7803 14.1954 -18.5914 0.426 0.675 0.038
H 10.0917 13.2938 -13.9363 -0.050 0.161 -0.018
H 14.8866 2.9309 -12.8108 -0.345 0.002 -0.338
H 20.4181 13.5840 -22.0589 -0.401 -0.980 -0.308
H 16.3703 8.7655 -12.9713 -0.138 0.214 0.724
H 13.0705 2.7760 -12.5039 0.245 0.185 -0.393
H 6.7481 13.0251 -12.8821 -0.596 -0.226 0.123
H 22.0732 13.0969 -17.2514 0.167 -0.132 -0.463
H 9.5848 9.2458 -9.9888 -0.275 -0.054 -0.141
H 19.2625 8.9192 -11.7074 0.017 0.429 -0.061
```
Forces are in eV/Å.

Properties
- LUMO (alpha / beta) (eV) = -5.40 / -4.75
- gap between HOMO and LUMO (alpha / beta) (eV) = 4.39 / 5.04
- spin multiplicity = 3
- charge = +1
- HOMO (alpha / beta) (hartree) = -0.3599 / -0.3599
- <S²> = 2.069